ORCA calculation (wB97M-V/def2-TZVPD) on the molecule C5H4N2.

Last column: Mulliken charge in e.
Atoms and positions in Å:
C  2.002  -0.757  0.856  0.4909
C  1.051  -0.587  0.126  -0.8240
C  0.324  0.520  -1.157  -0.4558
C  -0.295  -0.686  -0.596  -0.1045
N  -1.409  -0.287  0.186  0.1096
N  -1.438  1.035  0.304  -0.5270
C  -0.454  1.511  -0.428  -0.1557
H  2.867  -0.863  1.474  0.4167
H  -0.375  -1.635  -1.123  0.3564
H  -1.946  -0.838  0.838  0.2513
H  -0.327  2.586  -0.480  0.4422

As for the frontier orbital gap: 8.32 eV. The highest occupied orbital energy is -0.313 hartree. As for the lowest unoccupied orbital energy: -0.196 eV.


ORCA calculation (wB97M-V/def2-TZVPD) on the molecule C5H4N2O.

Last column: Mulliken charge in e.
Atoms and positions in Å:
N  -3.570  0.184  0.078  -0.4401
C  -2.415  0.052  -0.028  0.1082
C  -1.043  0.391  -0.082  0.6319
N  -0.614  1.559  0.272  -0.3857
O  0.724  1.668  0.015  -0.1820
C  1.249  0.415  -0.318  -0.1036
C  1.098  -0.776  0.615  -0.6021
C  0.054  -0.504  -0.509  -0.2710
H  2.134  0.515  -0.951  0.3716
H  1.796  -1.614  0.549  0.2642
H  0.739  -0.606  1.620  0.2277
H  -0.152  -1.285  -1.261  0.3809

As for the frontier orbital gap: 9.97 eV. The highest occupied orbital energy is -0.364 hartree. As for the SMILES: N#CC1=NO[C@H]2C[C@@H]12. As for the lowest unoccupied orbital energy: 0.058 eV.


ORCA calculation (wB97M-V/def2-TZVPD) on a cluster of 2 separate species, C5H4N2O2 in total.

Last column: Mulliken charge in e.
Atoms and positions in Å:
N  0.580  -0.006  3.256  -0.3690
C  0.883  -0.501  2.269  0.2055
C  1.252  -1.104  1.008  0.8827
O  1.690  -2.215  0.858  -0.5130
C  1.599  0.012  -0.110  -0.2104
O  1.641  1.192  0.057  -0.4359
H  1.943  -0.504  -1.029  0.3964
C  -1.792  0.861  -1.339  -0.9375
C  -1.153  -0.081  -0.461  0.4997
N  -0.754  -0.944  0.184  -0.4127
H  -1.614  0.571  -2.377  0.2884
H  -2.872  0.859  -1.163  0.3168
H  -1.402  1.861  -1.153  0.2889

As for the frontier orbital gap: 9.50 eV. The highest occupied orbital energy is -0.372 hartree. As for the SMILES: N#CC(=O)C=O.CC#N. As for the lowest unoccupied orbital energy: -0.622 eV.


ORCA calculation (wB97M-V/def2-TZVPD) on the molecule C5H4N2O2.

Last column: Mulliken charge in e.
Atoms and positions in Å:
C  -0.688  -1.315  -0.555  -0.5017
N  -1.348  -0.932  0.460  -0.4148
C  -1.649  0.400  0.555  0.0073
C  -0.677  1.322  0.356  -0.5758
C  0.688  1.102  -0.061  0.5100
O  1.462  1.910  -0.510  -0.5109
N  1.267  -0.254  0.093  -0.2247
C  2.349  -0.756  0.220  0.5253
O  3.246  -1.458  0.204  -0.3904
H  -0.771  -0.672  -1.443  0.4025
H  -0.271  -2.299  -0.630  0.3536
H  -2.626  0.662  0.923  0.3933
H  -0.982  2.290  0.389  0.4263

As for the frontier orbital gap: 9.42 eV. The highest occupied orbital energy is -0.355 hartree. As for the SMILES: C=N/C=C\C(=O)N=C=O. As for the lowest unoccupied orbital energy: -0.238 eV.


ORCA calculation (wB97M-V/def2-TZVPD) on the molecule C5H4N4O2.

Last column: Mulliken charge in e.
Atoms and positions in Å:
O  -0.998  -2.592  -0.791  -0.5810
C  -0.674  -1.513  -0.489  -0.0682
N  -1.745  -0.494  -0.452  -0.0456
C  -1.562  0.799  -0.216  0.5917
O  -2.706  1.484  -0.186  -0.4860
N  -0.478  1.300  0.225  -0.6212
C  0.573  0.429  0.180  0.2970
N  1.852  0.698  0.567  -0.1563
C  2.524  -0.550  0.386  -0.1737
N  1.848  -1.510  -0.036  -0.5437
C  0.458  -0.866  -0.086  0.7471
H  -2.562  -0.776  -0.748  0.0631
H  -2.355  2.341  0.111  0.3853
H  2.160  1.570  1.155  0.3088
H  3.664  -0.320  0.381  0.2826

As for the frontier orbital gap: 9.71 eV. The highest occupied orbital energy is -0.336 hartree. As for the SMILES: O=c1[nH]c(O)nc2[nH]cnc12. As for the lowest unoccupied orbital energy: 0.575 eV.


ORCA calculation (wB97M-V/def2-TZVPD) on the molecule C5H4N6O3.

Last column: Mulliken charge in e.
Atoms and positions in Å:
C  0.726  0.771  0.066  0.6178
C  1.713  2.610  -0.084  0.6149
C  -0.357  -0.093  0.118  0.4435
C  -0.832  -2.557  0.387  0.4337
C  -2.117  -2.079  -0.436  -0.3913
N  2.001  0.534  0.060  -0.2093
N  2.626  1.706  0.026  -0.5616
N  -1.617  0.100  0.074  0.1320
N  -2.487  -0.840  0.094  -0.8122
N  1.898  3.944  -0.169  -0.3972
N  -0.531  -3.690  0.731  0.2522
O  0.063  -1.483  0.409  -0.3871
O  -0.969  -4.821  0.797  -0.4894
O  0.467  2.083  -0.102  -0.3918
H  -1.576  -2.237  -1.456  0.2652
H  -2.838  -2.754  -0.218  0.4548
H  2.658  4.391  -0.580  0.2227
H  1.174  4.416  0.282  0.2033

As for the frontier orbital gap (spin up / spin down): 8.44 / 7.22 eV. The spin multiplicity is 3. The highest occupied orbital energy (spin up / spin down) is -0.309 / -0.337 hartree. As for the lowest unoccupied orbital energy (spin up / spin down): 0.043 / -1.961 eV. The expectation value of S² is 2.039.


ORCA calculation (wB97M-V/def2-TZVPD) on a structure of composition C5H4NOSSe4Zn.

Last column: Mulliken charge in e.
Atoms and positions in Å:
Zn  0.409  0.219  2.258  0.6339
O  0.161  1.104  0.445  -0.8528
N  -0.080  0.375  -0.620  0.5272
C  -0.233  1.026  -1.792  -0.1987
C  -0.486  0.369  -2.964  -0.7229
C  -0.590  -1.024  -2.942  -0.0833
C  -0.433  -1.679  -1.748  -0.7654
C  -0.172  -0.990  -0.547  0.4740
S  0.023  -1.810  0.931  -0.3988
H  -0.138  2.099  -1.721  0.4100
H  -0.602  0.929  -3.881  0.3573
H  -0.790  -1.580  -3.849  0.3629
H  -0.503  -2.755  -1.676  0.3427
Se  -1.345  0.979  3.821  -0.3804
Se  -0.148  1.134  5.791  -0.1625
Se  2.248  0.932  5.374  -0.1615
Se  2.679  0.672  3.120  -0.3818

As for the frontier orbital gap: 5.86 eV. The highest occupied orbital energy is -0.117 hartree. The charge is -1. As for the lowest unoccupied orbital energy: 2.666 eV.


ORCA calculation (wB97M-V/def2-TZVPD) on the molecule C5H4O.

Last column: Mulliken charge in e.
Atoms and positions in Å:
O  -1.361  1.577  1.394  -0.4904
C  -0.899  0.878  0.585  0.4691
C  -1.205  -0.249  -0.325  -0.6599
C  0.195  0.125  0.051  0.4243
C  1.519  0.067  -0.580  -0.4480
C  1.331  -0.644  0.495  -0.5144
H  -1.816  -1.205  -0.174  0.2742
H  -1.533  0.234  -1.356  0.1791
H  2.214  0.628  -1.204  0.3378
H  1.555  -1.412  1.116  0.4280

As for the frontier orbital gap: 9.62 eV. The highest occupied orbital energy is -0.320 hartree. As for the SMILES: O=C1CC12C=C2. As for the lowest unoccupied orbital energy: 0.898 eV.


ORCA calculation (wB97M-V/def2-TZVPD) on the molecule C5H4O.

Last column: Mulliken charge in e.
Atoms and positions in Å:
O  0.708  1.780  0.773  -0.5205
C  0.214  0.811  0.009  0.5973
C  1.115  -0.281  -0.204  -0.3373
C  0.344  -1.397  -0.394  -0.2551
C  -1.144  -1.113  -0.069  -0.3039
C  -1.258  0.289  -0.223  -0.4411
H  2.271  -0.367  -0.250  0.2996
H  0.738  -2.369  -0.322  0.3935
H  -1.850  -1.988  -0.250  0.3188
H  -2.445  0.628  -0.078  0.2487

As for the frontier orbital gap: 8.05 eV. The highest occupied orbital energy is -0.342 hartree. As for the SMILES: O=C1C=CC=C1. As for the lowest unoccupied orbital energy: -1.254 eV.


ORCA calculation (wB97M-V/def2-TZVPD) on the molecule C5H4O2.

Last column: Mulliken charge in e.
Atoms and positions in Å:
C  -1.156  -0.997  0.203  -0.3358
C  -1.185  0.344  0.153  -0.3530
C  0.103  0.854  -0.423  -0.2550
C  1.340  0.549  0.388  -0.2309
O  2.113  -0.241  -0.702  -0.4746
C  0.808  -0.478  -0.417  0.4860
O  0.034  -1.575  -0.201  -0.3434
H  -1.915  -1.713  0.486  0.4164
H  -2.059  0.940  0.383  0.3623
H  0.101  1.611  -1.208  0.3733
H  1.815  0.705  1.340  0.3546

As for the frontier orbital gap: 9.94 eV. The highest occupied orbital energy is -0.327 hartree. As for the SMILES: C1=C[C@H]2[C@@H]3O[C@]23O1. As for the lowest unoccupied orbital energy: 1.040 eV.


ORCA calculation (wB97M-V/def2-TZVPD) on the molecule C5H4O2.

Last column: Mulliken charge in e.
Atoms and positions in Å:
O  2.228  -1.584  0.279  -0.3216
C  1.714  -0.559  0.124  0.6680
C  1.276  0.695  0.000  -0.6714
C  -0.101  1.119  -0.116  -0.0960
C  -1.211  0.354  -0.145  -0.3616
C  -1.194  -1.104  -0.042  0.0064
O  -0.354  -1.843  -0.524  -0.5043
H  2.071  1.430  0.068  0.3165
H  -0.236  2.200  -0.101  0.3200
H  -2.190  0.820  -0.123  0.3114
H  -2.002  -1.529  0.580  0.3325

As for the frontier orbital gap: 8.80 eV. The highest occupied orbital energy is -0.319 hartree. As for the SMILES: O=C=C/C=C\C=O. As for the lowest unoccupied orbital energy: 0.122 eV.


ORCA calculation (wB97M-V/def2-TZVPD) on a structure of composition C5H4O2.

Last column: Mulliken charge in e.
Atoms and positions in Å:
C  0.820  -0.496  -0.754  0.3025
C  0.860  0.440  0.447  0.2199
C  -0.383  -1.117  0.009  -0.1337
C  -1.264  0.246  -0.115  -0.4069
C  -0.421  1.143  0.357  -0.4814
H  1.867  0.702  0.984  0.3645
H  -0.790  -2.068  0.037  0.5424
H  -2.382  0.348  -0.611  0.2647
H  -0.318  2.261  0.225  0.3097
O  1.635  -0.657  -1.684  -0.5794
O  0.375  -0.801  1.104  -0.4025

As for the frontier orbital gap: 10.87 eV. The highest occupied orbital energy is -0.366 hartree. As for the lowest unoccupied orbital energy: 0.908 eV.